(1)
# C51H38BO35S2

9 unconnected molecules or ions with the total composition C51H38BO35S2 at a distorted geometry (ωB97M-V/def2-TZVPD, OMol25).

Computed properties:
Charge = +1

Geometry as XYZ:
```
127
Properties=species:S:1:pos:R:3:forces:R:3:mulliken_charge:R:1
C -4.069 -0.815 -4.117 1.82 -2.94 9.83 -0.390
C -3.759 -1.424 -2.862 -2.64 5.47 -7.09 -0.186
C -3.554 -1.699 -1.224 0.23 -1.98 -2.67 -0.057
S -4.304 -0.291 -0.188 -0.99 1.17 -0.19 0.625
S -4.429 -1.040 1.822 -0.79 0.16 -0.44 -0.182
O -5.928 -0.003 -0.627 2.40 0.56 -0.99 -0.190
B -6.054 1.073 -1.632 -1.17 1.67 -3.22 0.526
O -7.267 1.028 -2.519 2.24 1.35 3.80 -0.534
O -5.088 2.156 -1.892 -1.93 -2.67 -0.59 -0.466
H -4.355 -0.027 -4.967 0.93 -2.60 2.00 0.351
H -2.375 -1.732 -1.056 -2.61 0.51 0.12 0.275
H -4.024 -2.734 -0.917 0.92 2.23 -0.65 0.292
H -5.405 -0.183 2.405 1.13 -0.55 -1.25 0.244
H -7.802 1.838 -2.202 0.63 -1.36 -0.90 0.400
H -5.183 2.476 -2.856 -0.13 -0.71 2.31 0.335
C 0.590 3.170 1.095 0.13 0.02 0.21 -0.978
C -0.134 2.449 0.236 -0.65 1.21 -1.08 0.349
C -0.207 0.965 0.340 0.28 -0.73 0.35 1.012
O -0.896 0.332 -0.453 -0.16 0.29 0.07 -0.615
C 0.568 0.310 1.405 -0.51 -0.03 -0.60 -0.839
C 1.294 1.031 2.262 1.09 -1.47 1.55 0.402
C 1.345 2.516 2.175 0.42 1.30 0.39 0.833
O 2.007 3.152 2.988 -0.60 -0.88 -0.71 -0.524
O 2.027 0.421 3.264 -1.02 1.60 -1.46 -0.626
O -0.844 3.056 -0.784 0.55 -1.52 1.01 -0.595
H 0.650 4.249 1.032 0.03 -0.06 0.02 0.485
H 0.520 -0.770 1.458 0.03 0.05 0.01 0.503
H 2.464 1.154 3.750 0.07 -0.14 0.08 0.284
H -1.286 2.324 -1.266 0.21 0.37 0.18 0.308
C 7.185 0.419 3.640 0.13 -0.04 0.32 -0.968
C 6.049 1.114 3.551 -0.09 0.14 -1.35 0.448
C 5.298 1.526 4.769 -0.33 0.25 0.66 0.590
O 4.267 2.181 4.657 0.21 -0.65 -0.26 -0.617
C 5.831 1.120 6.079 -0.35 0.23 -0.31 -0.990
C 6.965 0.422 6.167 0.29 -0.31 1.96 0.334
C 7.730 0.034 4.951 0.70 -0.37 -0.61 0.967
O 8.779 -0.592 5.065 -0.80 0.43 0.22 -0.643
O 7.470 0.034 7.394 -0.09 0.18 -2.01 -0.580
O 5.529 1.478 2.323 -0.11 -0.04 1.68 -0.629
H 7.743 0.115 2.763 -0.17 0.23 0.42 0.995
H 5.265 1.410 6.955 0.05 0.01 -0.05 0.478
H 8.297 -0.456 7.193 -0.32 0.21 0.08 0.347
H 4.706 1.973 2.525 0.43 -0.21 -0.07 0.293
C -0.257 -5.138 -0.607 -0.75 0.38 0.18 -1.021
C 0.430 -6.143 -1.153 2.42 0.34 0.27 0.396
C -0.263 -7.282 -1.818 -0.04 -1.20 -0.67 0.811
O 0.394 -8.182 -2.327 -0.46 0.95 0.56 -0.478
C -1.735 -7.280 -1.831 0.22 -0.09 -0.06 -0.889
C -2.421 -6.276 -1.282 -1.64 -0.50 -0.27 0.273
C -1.727 -5.124 -0.642 0.82 0.31 0.26 1.067
O -2.385 -4.207 -0.162 -0.17 -0.24 -0.21 -0.592
O -3.803 -6.269 -1.289 1.67 0.80 0.39 -0.578
O 1.812 -6.164 -1.122 -2.37 -0.56 -0.37 -0.541
H 0.234 -4.303 -0.123 -0.01 -0.07 -0.03 0.515
H -2.226 -8.122 -2.302 0.03 0.05 0.02 0.453
H -4.062 -5.438 -0.834 0.11 -0.51 -0.19 0.310
H 2.071 -6.992 -1.582 0.18 0.15 0.03 0.266
C 10.471 -1.536 0.831 -0.50 0.26 0.12 -0.938
C 11.157 -2.542 0.285 1.99 0.41 0.30 0.467
C 10.464 -3.680 -0.380 -0.06 -1.03 -0.57 0.874
O 11.122 -4.580 -0.889 -0.28 0.85 0.50 -0.598
C 8.993 -3.678 -0.393 0.27 -0.11 -0.07 -0.871
C 8.307 -2.674 0.156 -1.73 -0.49 -0.28 0.322
C 9.001 -1.523 0.796 0.55 0.66 0.39 0.824
O 8.343 -0.605 1.276 0.30 -0.92 -1.01 -0.554
O 6.924 -2.667 0.149 1.73 0.71 0.41 -0.566
O 12.540 -2.562 0.316 -2.00 -0.64 -0.43 -0.560
H 10.962 -0.701 1.315 -0.03 -0.06 -0.03 0.438
H 8.502 -4.520 -0.864 0.03 0.05 0.02 0.441
H 6.665 -1.836 0.604 0.10 -0.34 -0.21 0.312
H 12.799 -3.390 -0.144 -0.08 0.33 0.17 0.351
C 6.272 7.490 3.290 -0.24 0.13 -0.28 -0.893
C 6.646 6.480 4.078 1.48 0.69 1.04 0.240
C 5.939 5.169 4.043 -0.31 -0.91 0.17 0.876
O 6.317 4.254 4.766 0.13 0.81 -0.37 -0.562
C 4.795 5.028 3.130 0.26 -0.17 0.16 -0.191
C 4.420 6.039 2.344 -1.38 -0.71 -0.82 0.096
C 5.143 7.340 2.359 0.26 1.08 -0.24 0.856
O 4.786 8.244 1.612 0.00 -0.86 0.42 -0.621
O 3.343 5.913 1.485 1.40 0.88 0.76 -0.501
O 7.704 6.614 4.957 -1.53 -0.94 -0.94 -0.596
H 6.778 8.447 3.304 -0.03 -0.07 -0.01 0.424
H 4.279 4.076 3.127 -0.03 0.15 0.11 0.196
H 3.274 6.778 1.025 0.08 -0.32 0.19 0.346
H 7.777 5.747 5.413 -0.01 0.36 -0.18 0.362
C -10.867 1.819 -0.731 -0.02 -0.04 0.03 -0.813
C -10.416 2.975 -1.222 1.24 -0.56 0.09 0.355
C -11.349 4.083 -1.570 -0.50 1.03 -0.36 0.917
O -10.904 5.141 -2.001 0.10 -0.91 0.30 -0.587
C -12.790 3.855 -1.382 0.42 0.23 -0.11 -0.910
C -13.240 2.698 -0.895 -2.03 0.14 0.07 0.327
C -12.306 1.600 -0.521 0.00 -1.10 0.43 0.855
O -12.748 0.554 -0.058 0.21 0.99 -0.42 -0.590
O -14.594 2.476 -0.719 2.12 -0.42 0.04 -0.551
O -9.065 3.187 -1.425 -1.36 0.43 -0.12 -0.522
H -10.200 1.006 -0.472 -0.06 0.01 -0.01 0.441
H -13.458 4.662 -1.656 0.05 -0.04 0.02 0.439
H -14.664 1.567 -0.353 -0.03 0.37 -0.14 0.352
H -8.995 4.098 -1.785 0.07 -0.13 0.03 0.234
C -7.616 9.326 -4.785 -0.18 0.10 -0.21 -0.811
C -7.243 8.316 -3.997 1.39 0.69 0.92 0.336
C -7.949 7.006 -4.032 -0.53 -0.73 -0.06 0.946
O -7.572 6.090 -3.309 0.07 0.47 -0.13 -0.619
C -9.094 6.864 -4.945 0.37 -0.21 0.38 -0.860
C -9.469 7.875 -5.731 -1.65 -0.67 -1.09 0.427
C -8.746 9.176 -5.716 0.21 1.20 -0.36 0.824
O -9.102 10.081 -6.463 0.07 -0.96 0.53 -0.594
O -10.546 7.750 -6.590 1.67 0.89 0.99 -0.561
O -6.184 8.451 -3.118 -1.43 -0.97 -0.86 -0.560
H -7.110 10.284 -4.772 -0.03 -0.06 -0.01 0.418
H -9.609 5.912 -4.948 0.01 0.07 0.01 0.380
H -10.615 8.615 -7.050 0.01 -0.33 0.16 0.355
H -6.111 7.584 -2.663 -0.03 0.41 -0.20 0.324
C 4.821 -9.555 -0.684 -0.33 0.20 -0.34 -1.002
C 5.194 -10.565 0.104 1.59 0.68 1.11 0.454
C 4.488 -11.876 0.069 -0.28 -1.16 0.27 0.873
O 4.866 -12.791 0.792 -0.07 0.92 -0.43 -0.596
C 3.344 -12.018 -0.845 0.25 -0.12 0.29 -0.762
C 2.968 -11.007 -1.630 -1.54 -0.70 -1.05 0.297
C 3.692 -9.706 -1.615 0.45 0.82 -0.02 0.961
O 3.335 -8.801 -2.362 -0.04 -0.54 0.38 -0.649
O 1.892 -11.132 -2.489 1.61 0.92 0.90 -0.574
O 6.253 -10.431 0.983 -1.61 -0.91 -1.01 -0.560
H 5.327 -8.598 -0.671 -0.02 -0.07 -0.01 0.459
H 2.828 -12.970 -0.847 0.04 0.05 -0.01 0.430
H 1.823 -10.267 -2.949 -0.08 -0.31 0.19 0.334
H 6.326 -11.298 1.438 -0.01 0.32 -0.18 0.352
```
Forces are in eV/Å.

=====

(2)
# C51H38Cl5N4O5PTa

A molecular structure, C51H38Cl5N4O5PTa (ωB97M-V/def2-TZVPD, OMol25).

Computed properties:
Charge = +1
Energy relative to the best compared isomer or geometry (same formula, charge and spin) = 0.0 kJ/mol

Geometry as XYZ:
```
105
Properties=species:S:1:pos:R:3:forces:R:3:mulliken_charge:R:1
Ta -1.201 0.271 -0.300 -0.27 0.17 0.07 1.581
C -1.630 1.206 -4.403 0.00 0.00 0.00 -1.567
C -1.842 -0.279 -4.284 -0.01 0.00 0.01 1.287
C -1.664 -1.089 -5.399 0.01 0.01 0.00 -0.672
C -1.951 -2.442 -5.346 0.00 0.00 0.01 -1.088
C -2.421 -2.998 -4.169 0.00 0.00 -0.01 -0.905
C -2.600 -2.220 -3.031 0.00 -0.03 -0.01 1.173
C -3.158 -2.839 -1.779 0.01 -0.04 0.01 -1.243
C -2.292 -0.863 -3.098 0.01 -0.01 0.01 -0.531
N -2.537 -0.011 -1.954 0.03 0.06 0.04 0.695
C -3.722 0.663 -2.080 0.00 -0.02 0.03 -0.281
O -4.574 0.503 -2.927 0.00 0.00 -0.02 -0.657
C -3.847 1.739 -1.057 0.01 0.01 -0.02 0.833
C -4.856 2.681 -1.051 0.00 0.00 0.00 -0.919
C -4.810 3.688 -0.099 0.00 0.00 0.00 -0.671
C -3.773 3.706 0.824 -0.01 -0.01 0.00 -0.662
C -2.824 2.709 0.760 -0.01 0.01 0.00 0.721
N -2.859 1.756 -0.167 0.06 -0.01 0.02 0.389
C -1.732 2.541 1.758 0.01 0.01 0.02 -0.449
O -1.574 3.352 2.649 0.00 -0.03 -0.01 -0.637
N -1.050 1.368 1.581 -0.02 -0.03 -0.19 1.533
C -0.250 1.074 2.748 0.01 0.02 0.01 -0.889
C -0.881 0.483 3.850 0.01 0.01 0.00 1.587
C -2.365 0.242 3.882 0.00 -0.02 -0.01 -1.938
C -0.127 0.238 4.991 -0.01 0.00 0.00 -0.948
C 1.195 0.642 5.072 0.00 0.00 0.01 -1.115
C 1.772 1.315 4.008 0.02 -0.01 -0.02 -1.055
C 1.062 1.539 2.834 0.00 0.00 -0.01 1.659
C 1.664 2.347 1.721 -0.01 0.02 0.01 -0.200
H -1.313 1.656 -3.463 0.01 0.00 0.02 -0.071
H -2.562 1.697 -4.692 0.00 -0.01 0.00 0.401
H -0.885 1.433 -5.167 0.00 0.00 0.00 0.441
H -1.315 -0.644 -6.324 0.00 0.00 0.00 0.476
H -1.823 -3.060 -6.226 0.00 0.00 0.00 0.412
H -2.674 -4.051 -4.131 0.00 0.00 0.00 0.445
H -3.614 -3.802 -2.006 0.00 0.00 0.00 0.614
H -2.375 -3.018 -1.037 -0.01 0.00 -0.01 -0.010
H -3.912 -2.203 -1.315 0.00 0.00 -0.01 0.217
H -5.634 2.605 -1.798 0.00 0.00 0.00 0.619
H -5.578 4.450 -0.073 0.00 0.00 0.00 0.482
H -3.682 4.455 1.598 0.00 0.00 0.00 0.598
H -2.773 -0.111 2.937 0.00 0.00 0.01 0.076
H -2.622 -0.475 4.661 0.00 0.00 0.00 0.496
H -2.876 1.180 4.116 0.00 0.00 0.00 0.403
H -0.602 -0.235 5.843 0.00 0.00 0.00 0.470
H 1.762 0.469 5.978 0.00 0.00 0.00 0.489
H 2.789 1.680 4.083 0.00 0.00 0.00 0.582
H 2.702 2.595 1.943 0.00 0.01 0.00 0.619
H 1.644 1.804 0.777 0.02 -0.02 0.00 -0.837
H 1.102 3.272 1.581 0.00 0.00 -0.02 -0.297
O -2.627 -1.022 0.741 0.04 -0.01 0.02 -0.569
C -1.463 -1.317 1.049 0.02 0.07 0.02 -0.562
C -0.907 -2.166 2.060 0.04 -0.01 -0.02 0.631
C -1.685 -2.953 2.911 0.02 0.01 -0.01 -0.396
C -1.055 -3.717 3.871 0.01 -0.01 0.02 -0.926
C 0.337 -3.712 3.948 -0.01 -0.02 0.01 -1.026
C 1.112 -2.944 3.089 -0.01 0.03 -0.03 -0.889
C 0.499 -2.131 2.147 -0.07 0.00 0.00 0.754
P 1.314 -1.158 0.813 0.15 -0.08 0.04 2.280
C 1.703 -2.632 -0.235 0.01 -0.01 0.02 1.243
C 2.989 -2.929 -0.679 -0.01 -0.01 -0.01 -0.583
C 3.242 -4.107 -1.372 0.00 0.01 0.00 -0.713
C 2.221 -5.007 -1.627 0.00 0.00 0.00 -0.797
C 0.933 -4.715 -1.199 0.00 -0.01 0.01 -0.820
C 0.680 -3.539 -0.516 -0.01 -0.02 -0.01 0.076
C 2.977 -0.602 1.300 0.00 0.00 0.01 0.538
C 3.674 0.062 0.286 0.00 -0.02 -0.01 -0.431
C 4.956 0.538 0.495 0.00 0.00 0.01 -0.883
C 5.560 0.370 1.735 0.00 0.00 0.00 -0.937
C 4.871 -0.269 2.754 0.00 0.00 0.01 -0.756
C 3.585 -0.751 2.541 0.02 -0.01 0.00 -1.197
H -2.763 -2.949 2.808 0.00 0.00 0.00 0.543
H -1.632 -4.332 4.547 0.00 0.00 0.00 0.460
H 0.828 -4.335 4.684 0.00 0.00 0.00 0.473
H 2.188 -3.017 3.144 0.01 0.01 0.00 0.588
H 3.815 -2.265 -0.468 0.00 0.01 0.01 0.418
H 4.251 -4.322 -1.700 0.00 0.00 0.00 0.469
H 2.425 -5.929 -2.154 0.00 0.00 0.00 0.390
H 0.121 -5.404 -1.395 0.01 0.00 0.00 0.478
H -0.332 -3.351 -0.183 -0.01 0.01 -0.01 -0.227
H 3.208 0.205 -0.685 -0.01 0.00 0.00 0.323
H 5.482 1.042 -0.305 0.00 0.00 0.00 0.516
H 6.562 0.741 1.907 0.00 0.00 0.00 0.401
H 5.330 -0.389 3.726 0.00 0.00 0.00 0.458
H 3.055 -1.201 3.365 -0.01 -0.01 0.00 0.283
Cl 4.403 1.451 -5.111 0.00 0.01 0.00 -0.196
C 3.080 0.941 -4.126 0.01 -0.01 0.00 -0.324
C 2.633 -0.384 -4.216 0.00 0.00 0.00 -0.400
C 1.588 -0.840 -3.446 -0.01 0.00 0.03 0.334
Cl 1.042 -2.450 -3.625 -0.01 0.01 -0.03 -0.063
C 0.953 0.012 -2.516 0.03 -0.06 -0.01 0.310
O -0.004 -0.430 -1.743 -0.01 0.04 -0.04 -0.015
C 1.394 1.356 -2.474 -0.01 0.03 0.02 0.622
C 0.710 2.312 -1.678 0.00 -0.02 0.03 -0.492
O -0.234 2.059 -0.909 -0.07 -0.04 -0.05 -0.312
C 2.455 1.813 -3.282 0.01 0.01 0.00 -1.103
H 3.109 -1.063 -4.910 0.00 0.00 0.00 0.545
H 1.005 3.364 -1.744 0.00 0.01 -0.01 0.390
H 2.762 2.850 -3.228 0.00 0.00 0.00 0.546
Cl -1.735 7.263 2.235 0.00 0.00 0.01 -0.101
C -0.154 6.613 1.774 -0.04 0.01 0.01 0.754
Cl 0.916 7.918 1.243 -0.01 0.00 0.00 -0.099
Cl 0.565 5.730 3.119 0.02 0.03 0.00 -0.051
C -0.351 5.696 0.646 -0.01 -0.09 0.04 -0.270
N -0.505 4.976 -0.233 0.06 0.04 -0.04 -0.339
```
Forces are in eV/Å.

=====

Let's list LUMO energy in order: -4.8; -3.9 eV.